Record 1
{"formula": "C7H15N", "method": "the ωB97M-V functional and the def2-TZVPD basis", "gap_ev": 4.075, "e_lumo_ha": -0.084, "e_homo_ha": -0.23353, "relative_energy_kcal_mol": 169.8, "energy_ha": -330.197339, "molar_mass_g_mol": 113.2, "elements": ["C", "C", "C", "C", "C", "N", "C", "C", "H", "H", "H", "H", "H", "H", "H", "H", "H", "H", "H", "H", "H", "H", "H"], "positions_angstrom": [[-3.159, -0.288, 0.534], [-1.789, -0.741, 0.067], [-0.718, 0.287, 0.649], [0.655, 0.009, 0.199], [1.598, -0.595, 1.115], [2.762, -1.052, 0.804], [0.977, 0.233, -1.240], [0.683, 1.641, -1.832], [-2.894, 0.926, 0.670], [-3.382, -0.742, 1.504], [-4.027, -0.378, -0.111], [-1.623, -1.693, 0.569], [-1.525, -0.961, -0.974], [-0.602, 0.044, 1.713], [-1.111, 1.316, 0.599], [1.411, -0.473, 2.186], [-3.132, 1.883, 0.789], [2.884, -1.430, -0.130], [2.045, 0.119, -1.433], [0.428, -0.456, -1.911], [-0.332, 2.007, -1.688], [1.412, 2.353, -1.439], [0.846, 1.523, -2.906]], "mulliken_charge": [-0.608, -0.340, -0.768, 0.230, -0.285, -0.752, -0.462, -1.222, -0.464, 0.303, 0.374, 0.259, 0.327, 0.275, 0.477, 0.382, 0.337, 0.266, 0.322, 0.354, 0.321, 0.318, 0.355]}



Record 2
{"formula": "C7H15N", "method": "the ωB97M-V functional and the def2-TZVPD basis", "gap_ev": 10.371, "e_lumo_ha": 0.038, "e_homo_ha": -0.34317, "relative_energy_kcal_mol": 101.5, "energy_ha": -330.306096, "molar_mass_g_mol": 113.2, "elements": ["C", "C", "C", "C", "C", "C", "C", "N", "H", "H", "H", "H", "H", "H", "H", "H", "H", "H", "H", "H", "H", "H", "H"], "positions_angstrom": [[2.835, 0.760, -0.192], [1.690, -0.171, 0.231], [0.653, -0.181, -0.941], [-0.488, -1.216, -0.821], [-1.533, -0.864, 0.259], [-2.193, 0.475, 0.490], [-3.359, 0.824, -0.060], [0.927, 0.715, 1.457], [3.263, 0.359, -1.124], [3.684, 0.887, 0.476], [2.441, 1.734, -0.482], [2.030, -1.217, 0.135], [1.206, -0.286, -1.871], [0.201, 0.814, -0.923], [-0.044, -2.205, -0.656], [-1.157, -1.208, -1.687], [-1.056, -0.954, 1.251], [-2.283, -1.672, 0.313], [-1.665, 1.088, 1.202], [-3.804, 1.779, 0.198], [-3.981, 0.138, -0.623], [0.909, -0.403, 1.274], [1.724, 0.804, 2.094]], "mulliken_charge": [-1.405, 0.570, -1.080, -0.557, -0.890, -0.134, -0.813, -0.582, 0.349, 0.378, 0.381, 0.229, 0.467, 0.438, 0.316, 0.303, 0.305, 0.515, 0.347, 0.276, 0.286, 0.060, 0.241]}



Record 3
{"formula": "C7H15N", "method": "the ωB97M-V functional and the def2-TZVPD basis", "gap_ev": [7.619, 7.633], "e_lumo_ha": [-0.011, -0.011], "e_homo_ha": [-0.29087, -0.29136], "smiles": "[H]/N=C/C.C=C(C)CC", "relative_energy_kcal_mol": 104.3, "energy_ha": -330.301757, "molar_mass_g_mol": 113.2, "elements": ["H", "N", "C", "C", "H", "H", "H", "H", "C", "C", "C", "C", "C", "H", "H", "H", "H", "H", "H", "H", "H", "H", "H"], "positions_angstrom": [[2.846, -0.869, 0.040], [2.612, -0.725, -0.945], [1.477, -0.041, -1.130], [0.837, -0.202, -2.500], [1.573, 1.039, -0.896], [-0.155, 0.257, -2.507], [1.439, 0.309, -3.253], [0.746, -1.262, -2.746], [-0.896, -1.378, -0.057], [-0.058, -0.418, 0.396], [0.647, -0.669, 1.713], [-0.790, 1.245, 0.463], [-2.087, 1.267, 1.220], [-1.470, -1.256, -0.967], [-1.002, -2.334, 0.446], [-0.057, -0.884, 2.520], [1.265, 0.189, 1.991], [1.298, -1.546, 1.641], [-0.917, 1.533, -0.580], [-0.030, 1.882, 0.917], [-1.966, 0.898, 2.242], [-2.460, 2.298, 1.271], [-2.851, 0.667, 0.720]], "mulliken_charge": [0.260, -0.782, 0.558, -1.179, 0.248, 0.300, 0.366, 0.280, -0.980, 0.927, -1.791, -0.553, -1.164, 0.308, 0.265, 0.401, 0.343, 0.503, 0.322, 0.390, 0.298, 0.367, 0.313]}



Record 4
{"formula": "C7H15N", "method": "the ωB97M-V functional and the def2-TZVPD basis", "gap_ev": 8.952, "e_lumo_ha": 0.038, "e_homo_ha": -0.29074, "smiles": "CCC/C(C)=C(/C)N", "relative_energy_kcal_mol": 58.8, "energy_ha": -330.374227, "molar_mass_g_mol": 113.2, "elements": ["C", "C", "C", "C", "C", "C", "C", "N", "H", "H", "H", "H", "H", "H", "H", "H", "H", "H", "H", "H", "H", "H", "H"], "positions_angstrom": [[-2.856, 0.484, -1.547], [-1.269, 0.123, -1.311], [-1.199, 0.010, 0.230], [0.152, -0.541, 0.422], [0.481, -1.923, 0.000], [1.139, 0.257, 0.798], [2.551, -0.141, 0.698], [1.169, 1.707, 0.963], [-3.003, 1.498, -1.238], [-3.029, 0.221, -2.662], [-3.452, -0.182, -0.920], [-0.588, 0.821, -1.864], [-0.952, -0.778, -1.642], [-2.063, -0.525, 0.707], [-1.296, 0.844, 0.860], [-0.543, -2.518, 0.102], [1.270, -2.319, 0.608], [0.838, -2.182, -0.998], [2.787, -0.473, -0.344], [2.863, -0.859, 1.528], [3.325, 0.758, 0.787], [1.439, 2.167, 1.864], [0.231, 1.964, 0.730]], "mulliken_charge": [-1.068, -0.344, -1.177, 0.491, -1.728, 0.659, -1.139, -0.653, 0.307, 0.320, 0.297, 0.295, 0.462, 0.366, 0.412, 0.325, 0.451, 0.338, 0.273, 0.303, 0.321, 0.214, 0.277]}



Record 5
{"formula": "C7H15N2", "method": "the ωB97M-V functional and the def2-TZVPD basis", "gap_ev": [7.743, 7.744], "e_lumo_ha": [-0.157, -0.157], "total_charge": 1, "e_homo_ha": [-0.44160, -0.44162], "relative_energy_kcal_mol": 134.5, "energy_ha": -384.782386, "molar_mass_g_mol": 127.2, "elements": ["C", "C", "C", "C", "C", "C", "C", "N", "N", "H", "H", "H", "H", "H", "H", "H", "H", "H", "H", "H", "H", "H", "H", "H"], "positions_angstrom": [[-1.248, 0.887, 0.082], [1.626, 0.700, 0.719], [0.003, -1.109, 0.399], [-2.466, 1.684, -0.097], [2.217, 1.799, -0.026], [-2.377, -1.338, 0.062], [2.364, -1.297, -0.196], [-1.248, -0.405, 0.136], [1.184, -0.403, -0.154], [0.163, -1.193, 1.482], [-0.058, -2.109, -0.044], [-2.237, 2.583, -0.668], [-2.757, 2.016, 0.902], [-3.312, 1.168, -0.553], [2.181, 1.745, -1.120], [3.251, 1.895, 0.321], [1.752, 2.725, 0.320], [-2.321, -1.921, -0.858], [-2.350, -2.010, 0.919], [-3.313, -0.790, 0.080], [2.690, -1.492, 0.829], [2.123, -2.241, -0.688], [3.175, -0.809, -0.737], [0.959, -0.085, -1.112]], "mulliken_charge": [0.374, -0.168, -0.642, -1.264, -0.916, -0.988, -0.947, 0.044, 0.024, 0.293, 0.469, 0.327, 0.300, 0.353, 0.337, 0.373, 0.336, 0.336, 0.343, 0.367, 0.438, 0.361, 0.382, 0.468]}



Record 6
{"formula": "C7H15N2O", "method": "the ωB97M-V functional and the def2-TZVPD basis", "gap_ev": [8.513, 8.080], "e_lumo_ha": [-0.135, -0.141], "total_charge": 1, "e_homo_ha": [-0.44819, -0.43784], "relative_energy_kcal_mol": 157.9, "energy_ha": -460.021308, "molar_mass_g_mol": 143.2, "elements": ["C", "C", "C", "C", "C", "C", "C", "N", "N", "O", "H", "H", "H", "H", "H", "H", "H", "H", "H", "H", "H", "H", "H", "H", "H"], "positions_angstrom": [[0.090, 0.243, -2.525], [1.011, 1.095, -1.789], [-0.800, -1.489, -0.662], [0.362, -1.004, -1.563], [-0.296, -0.193, 1.540], [1.022, 0.557, 1.254], [-1.097, 0.386, 2.708], [1.397, -0.056, -0.958], [-1.048, -0.218, 0.211], [2.111, 0.106, 1.925], [-1.001, 0.542, -2.434], [0.354, -0.112, -3.612], [1.897, 1.338, -2.425], [0.452, 1.823, -1.132], [-1.598, -1.669, -1.435], [-0.535, -2.374, -0.132], [0.933, -1.902, -1.979], [0.051, -1.237, 1.686], [0.839, 1.627, 1.116], [-1.822, 1.134, 2.240], [-0.585, 0.912, 3.484], [-1.846, -0.342, 3.018], [-0.695, 0.504, -0.362], [-2.139, -0.155, 0.437], [2.944, 0.485, 1.388]], "mulliken_charge": [-0.389, -0.453, -0.699, -0.139, 0.457, -0.399, -1.364, -0.476, -0.278, -0.469, 0.252, 0.300, 0.349, 0.197, 0.366, 0.421, 0.434, 0.297, 0.410, 0.373, 0.367, 0.391, 0.184, 0.434, 0.434]}